{
  "formula": "C22H17N3O3",
  "method": "ωB97M-V/def2-TZVPD",
  "species": ["N", "C", "C", "C", "N", "H", "C", "C", "C", "C", "C", "O", "H", "H", "H", "H", "H", "O", "C", "N", "C", "C", "C", "C", "C", "C", "H", "H", "O", "C", "C", "C", "C", "C", "C", "C", "H", "H", "H", "H", "H", "H", "H", "H", "H"],
  "positions_angstrom": [[-5.99, -3.42, -0.60], [-4.89, -2.88, -0.60], [-3.70, -2.04, -0.54], [-3.62, -0.85, -0.95], [-4.48, -0.12, -1.72], [-5.54, -0.26, -1.43], [-4.25, 1.34, -1.40], [-4.07, 2.06, -0.31], [-5.04, 2.23, 0.70], [-4.25, 2.66, 1.91], [-3.04, 3.00, 1.55], [-2.94, 2.50, 0.16], [-2.08, 2.96, 1.94], [-4.68, 3.04, 2.91], [-6.04, 1.98, 0.60], [-4.99, 1.96, -2.03], [-3.15, 1.42, -2.01], [-2.45, -0.52, -0.57], [-1.75, -1.47, -0.14], [-2.71, -2.52, 0.14], [-0.53, -1.55, 0.27], [-0.01, -2.60, 1.05], [1.41, -2.56, 1.37], [2.11, -1.45, 1.39], [1.59, -0.18, 0.45], [0.36, -0.36, 0.26], [-0.17, 0.33, -0.14], [2.18, 0.73, 0.56], [3.37, -1.62, 1.78], [4.31, -0.48, 1.70], [4.63, 0.14, 0.18], [4.92, 1.34, -0.12], [5.31, 1.84, -1.24], [5.25, 0.78, -2.35], [4.91, -0.48, -2.10], [4.67, -0.65, -0.80], [4.40, -1.88, -0.84], [4.94, -1.09, -2.67], [5.51, 1.30, -3.30], [5.42, 2.97, -1.33], [5.03, 1.98, 1.00], [3.69, 0.45, 2.44], [5.10, -0.80, 2.17], [1.84, -3.69, 1.75], [-0.58, -3.54, 0.89]],
  "nbo_charge": [-0.3321, 0.2904, -0.0863, 0.3999, -0.5580, 0.4007, -0.2834, 0.2438, -0.3065, -0.2565, 0.0428, -0.4291, 0.2177, 0.2382, 0.2166, 0.2432, 0.2123, -0.3572, 0.4374, -0.4066, -0.1712, -0.0931, -0.2881, 0.3119, -0.2213, -0.1721, 0.1902, 0.2343, -0.4995, 0.0059, -0.1342, -0.1642, -0.2410, -0.1479, -0.1955, -0.1279, 0.1952, 0.1601, 0.2090, 0.2395, 0.1742, 0.1584, 0.1747, 0.2332, 0.2418],
  "de_lowest_ev": 18.726,
  "e_tot_ev": -33684.906,
  "charge": 0,
  "gap_ev": 7.12,
  "lumo_energy_ha": -0.010,
  "homo_energy_ev": -7.40
}